Record 1
This record from OMol25 describes 2 unconnected molecules or ions with the total composition C5H8O2. The level of theory is ωB97M-V with the def2-TZVPD basis set.

Positions of all 15 atoms, in Å:
O  -0.62862  0.91883  -1.08940
O  0.33348  -1.50187  0.19656
C  1.08111  -0.69125  -0.61370
C  -1.50794  0.11329  -0.35542
C  -1.01268  -1.13247  0.30714
C  0.64009  0.41884  -1.20262
C  -1.38546  0.06164  1.14307
H  2.70139  1.32392  0.53303
H  1.27518  1.03609  -1.82499
H  -2.28277  0.03095  1.75454
H  -2.49280  0.10457  -0.81211
H  2.09944  -1.04104  -0.72519
H  -0.55130  0.61721  1.56502
H  3.26183  1.74188  0.78840
H  -1.65140  -2.01030  0.31362

* total energy: -9406.366 eV
* energy relative to the best compared isomer or geometry (same formula, charge and spin): 3.466 eV
* charge: 0
* HOMO-LUMO gap: 9.280 eV
* E_HOMO: -8.231 eV
* LUMO: 0.03856 hartree

Table of natural (NBO) atomic charges, one value per atom, all in e: atom 1 (O): -0.4784, atom 2 (O): -0.4787, atom 3 (C): 0.0183, atom 4 (C): 0.0590, atom 5 (C): 0.0591, atom 6 (C): 0.0195, atom 7 (C): -0.4735, atom 8 (H): -0.0004, atom 9 (H): 0.2058, atom 10 (H): 0.2250, atom 11 (H): 0.2042, atom 12 (H): 0.2058, atom 13 (H): 0.2374, atom 14 (H): -0.0072, atom 15 (H): 0.2042



Record 2
This record from OMol25 describes a molecular structure, C5H8O2 at a distorted geometry. The level of theory is ωB97M-V with the def2-TZVPD basis set.

Positions of all 15 atoms, in Å:
O  0.63271  -1.99235  -0.97806
O  1.39392  -0.52379  1.14498
C  0.51575  -0.60631  -1.01415
C  -0.03861  -0.41757  1.34626
C  1.25793  0.24961  -0.05415
C  -0.25018  0.22269  0.00072
C  -1.34961  1.18708  -0.32364
H  -1.03537  1.88069  -1.10699
H  0.44621  -0.22961  -2.03047
H  -2.25427  0.67444  -0.67687
H  -1.62362  1.77238  0.56133
H  -0.60836  -1.34227  1.35062
H  -0.19937  0.24193  2.20777
H  1.18233  -2.19740  -0.20378
H  1.93054  1.08049  -0.22358

* total energy: -9407.126 eV
* energy relative to the best compared isomer or geometry (same formula, charge and spin): 2.706 eV
* charge: 0
* HOMO-LUMO gap: 10.245 eV
* E_HOMO: -9.320 eV
* LUMO: 0.03397 hartree

Table of natural (NBO) atomic charges, one value per atom, all in e: atom 1 (O): -0.6988, atom 2 (O): -0.5311, atom 3 (C): 0.0727, atom 4 (C): -0.0611, atom 5 (C): 0.0562, atom 6 (C): -0.1284, atom 7 (C): -0.6094, atom 8 (H): 0.2186, atom 9 (H): 0.1938, atom 10 (H): 0.2196, atom 11 (H): 0.2138, atom 12 (H): 0.1838, atom 13 (H): 0.1884, atom 14 (H): 0.4818, atom 15 (H): 0.2001



Record 3
This record from OMol25 describes a single C5H8O2 molecule. The level of theory is ωB97M-V with the def2-TZVPD basis set.

Positions of all 15 atoms, in Å:
O  1.72772  0.06723  -1.76482
O  -0.81997  2.01159  1.33103
C  1.03705  -0.40040  -0.89922
C  0.40238  -1.76998  -0.66366
C  -0.36692  1.51393  0.08732
C  -0.44094  -1.11686  0.46585
C  0.35866  0.20739  0.33055
H  1.12691  -2.51629  -0.32062
H  1.07773  0.35267  1.14671
H  -1.49579  -0.99948  0.20065
H  0.33020  2.21043  -0.40236
H  -1.20842  1.34322  -0.60489
H  -1.21607  2.87765  1.17826
H  -0.37737  -1.60394  1.44082
H  -0.13516  -2.17717  -1.52562

* total energy: -9408.648 eV
* energy relative to the best compared isomer or geometry (same formula, charge and spin): 1.184 eV
* charge: 0
* HOMO-LUMO gap: 10.449 eV
* E_HOMO: -9.590 eV
* LUMO: 0.03155 hartree

Table of natural (NBO) atomic charges, one value per atom, all in e: atom 1 (O): -0.5156, atom 2 (O): -0.7180, atom 3 (C): 0.6215, atom 4 (C): -0.5300, atom 5 (C): -0.0519, atom 6 (C): -0.3943, atom 7 (C): -0.3574, atom 8 (H): 0.2364, atom 9 (H): 0.2418, atom 10 (H): 0.2101, atom 11 (H): 0.1785, atom 12 (H): 0.1576, atom 13 (H): 0.4709, atom 14 (H): 0.2163, atom 15 (H): 0.2341



Record 4
This record from OMol25 describes a single C5H8O2 molecule at a distorted geometry. The level of theory is ωB97M-V with the def2-TZVPD basis set.

Positions of all 15 atoms, in Å:
O  -2.00865  -0.30735  -1.20325
O  2.46388  1.01653  0.69808
C  -0.30090  0.08874  0.53061
C  1.76525  0.41253  -0.24568
C  -0.18535  -1.38987  -0.06414
C  -1.46271  -0.66526  0.01958
C  0.45209  1.11646  -0.26316
H  0.10035  1.18538  -1.28812
H  -0.17946  0.15369  1.61437
H  -2.15407  -0.97987  0.78993
H  0.48401  2.10144  0.20689
H  0.18467  -1.60412  -1.07632
H  -2.45822  0.53372  -1.06691
H  3.29043  0.52939  0.71119
H  0.00870  -2.19140  0.63693

* total energy: -9405.668 eV
* energy relative to the best compared isomer or geometry (same formula, charge and spin): 4.164 eV
* charge: 0
* HOMO-LUMO gap: 9.292 eV
* E_HOMO: -8.397 eV
* LUMO: 0.03289 hartree

Table of natural (NBO) atomic charges, one value per atom, all in e: atom 1 (O): -0.6928, atom 2 (O): -0.6714, atom 3 (C): -0.2490, atom 4 (C): 0.2600, atom 5 (C): -0.4180, atom 6 (C): 0.0685, atom 7 (C): -0.5749, atom 8 (H): 0.2372, atom 9 (H): 0.2272, atom 10 (H): 0.1730, atom 11 (H): 0.2118, atom 12 (H): 0.2466, atom 13 (H): 0.4687, atom 14 (H): 0.4959, atom 15 (H): 0.2172



Record 5
This record from OMol25 describes a single C5H8O2 molecule. The level of theory is ωB97M-V with the def2-TZVPD basis set.

Positions of all 15 atoms, in Å:
O  2.38386  0.40577  0.47315
O  -1.36827  -2.16610  0.21872
C  -0.57737  1.07242  -0.05279
C  -1.82608  0.22592  -0.41442
C  0.11746  -0.16795  0.56529
C  1.46248  -0.55030  -0.01752
C  -1.10139  -0.99643  0.14932
H  -0.75659  1.89118  0.64648
H  -2.74935  0.48070  0.11514
H  3.15378  0.42879  -0.10215
H  1.40979  -0.52993  -1.11819
H  1.73164  -1.57366  0.28387
H  0.21640  -0.11955  1.65651
H  -0.04494  1.46847  -0.92259
H  -2.05141  0.13067  -1.48082

* total energy: -9408.631 eV
* energy relative to the best compared isomer or geometry (same formula, charge and spin): 1.201 eV
* charge: 0
* HOMO-LUMO gap: 10.355 eV
* E_HOMO: -9.531 eV
* LUMO: 0.03030 hartree

Table of natural (NBO) atomic charges, one value per atom, all in e: atom 1 (O): -0.7208, atom 2 (O): -0.5128, atom 3 (C): -0.3941, atom 4 (C): -0.5324, atom 5 (C): -0.3564, atom 6 (C): -0.0487, atom 7 (C): 0.6203, atom 8 (H): 0.2165, atom 9 (H): 0.2366, atom 10 (H): 0.4726, atom 11 (H): 0.1591, atom 12 (H): 0.1769, atom 13 (H): 0.2397, atom 14 (H): 0.2092, atom 15 (H): 0.2344



Record 6
This record from OMol25 describes a molecular structure, C5H8O2. The level of theory is ωB97M-V with the def2-TZVPD basis set.

Positions of all 15 atoms, in Å:
O  0.86012  1.17281  -0.65563
O  -1.76141  1.98592  0.37303
C  0.57835  -0.14532  -0.22154
C  1.71077  0.11358  -1.10374
C  -0.75687  -0.86909  -0.48298
C  -0.64630  -1.25215  0.98428
C  0.48864  -0.57719  1.20757
H  -0.98381  2.10847  -0.19053
H  -1.57056  -0.17277  -0.70263
H  -1.27972  -1.87103  1.61178
H  1.63539  -0.12723  -2.16429
H  -1.39066  1.60526  1.18025
H  -0.73167  -1.68793  -1.21011
H  1.12585  -0.41534  2.07173
H  2.72188  0.13203  -0.69720

* total energy: -9406.895 eV
* energy relative to the best compared isomer or geometry (same formula, charge and spin): 2.937 eV
* charge: 0
* HOMO-LUMO gap: 10.795 eV
* E_HOMO: -9.874 eV
* LUMO: 0.03383 hartree

Table of natural (NBO) atomic charges, one value per atom, all in e: atom 1 (O): -0.5122, atom 2 (O): -0.9486, atom 3 (C): 0.1857, atom 4 (C): -0.0999, atom 5 (C): -0.4564, atom 6 (C): -0.1354, atom 7 (C): -0.2400, atom 8 (H): 0.4838, atom 9 (H): 0.2463, atom 10 (H): 0.2128, atom 11 (H): 0.1869, atom 12 (H): 0.4667, atom 13 (H): 0.2087, atom 14 (H): 0.2166, atom 15 (H): 0.1852